Record 1
{
  "formula": "C48H50BrKN11O",
  "method": "ωB97M-V/def2-TZVPD",
  "elements": ["K", "C", "C", "C", "C", "C", "C", "C", "N", "N", "C", "C", "C", "C", "C", "C", "N", "C", "C", "C", "C", "C", "C", "N", "H", "H", "H", "H", "H", "H", "H", "H", "H", "H", "H", "H", "H", "H", "H", "H", "H", "H", "H", "H", "C", "O", "C", "C", "C", "C", "C", "C", "C", "N", "C", "C", "N", "C", "C", "C", "C", "N", "C", "C", "N", "C", "C", "C", "C", "H", "H", "H", "H", "H", "H", "H", "H", "H", "H", "H", "H", "H", "H", "Br", "C", "C", "C", "N", "C", "C", "H", "H", "H", "H", "C", "C", "C", "C", "N", "N", "H", "H", "H", "H", "H", "H", "H", "H", "H", "H", "H", "H"],
  "coordinates": [[0.01915, -0.03520, -0.11459], [3.16478, -1.70309, 1.37674], [2.77590, -0.70656, 2.47632], [1.49175, -1.06637, 3.17446], [1.51543, -1.90232, 4.28832], [0.32917, -2.23227, 4.91764], [-0.85529, -1.70983, 4.42077], [-0.78503, -0.88860, 3.31007], [0.35167, -0.57186, 2.68726], [2.73007, -1.27001, 0.04257], [2.62370, -2.42070, -0.84936], [1.50408, -3.36824, -0.48398], [1.59196, -4.70844, -0.84536], [0.53128, -5.55141, -0.56367], [-0.57605, -5.03516, 0.09283], [-0.55998, -3.69398, 0.43425], [0.44626, -2.87036, 0.14978], [3.68055, -0.31093, -0.48479], [3.25943, 0.46266, -1.72316], [4.22248, 1.23817, -2.36949], [3.86207, 1.98207, -3.47590], [2.54759, 1.93084, -3.92098], [1.66272, 1.12739, -3.23010], [2.00128, 0.40508, -2.15812], [2.69801, -2.66514, 1.58791], [4.25250, -1.87196, 1.37810], [2.66787, 0.28705, 2.04160], [3.57341, -0.65097, 3.22022], [2.45959, -2.28044, 4.65881], [0.32960, -2.87678, 5.78692], [-1.80642, -1.92496, 4.88692], [-1.68521, -0.44881, 2.89177], [3.56861, -2.98833, -0.88269], [2.43751, -2.05575, -1.86141], [2.48039, -5.08024, -1.33983], [0.57237, -6.59691, -0.83999], [-1.42300, -5.65780, 0.34466], [-1.39584, -3.25520, 0.97161], [4.64455, -0.80124, -0.71291], [3.89881, 0.42461, 0.29493], [5.24067, 1.24847, -2.00096], [4.59487, 2.58944, -3.99077], [2.22123, 2.49478, -4.78332], [0.62400, 1.05222, -3.53807], [-10.48472, 9.39018, 3.18800], [-9.37061, 9.66253, 2.35293], [-8.51108, 8.65173, 2.09393], [-8.63645, 7.36177, 2.60134], [-7.69140, 6.40329, 2.27086], [-6.62035, 6.70822, 1.43971], [-6.51262, 8.00428, 0.93148], [-7.44253, 8.96859, 1.25380], [-5.64696, 5.66185, 1.11981], [-5.81532, 4.37859, 1.33732], [-4.65656, 3.78833, 0.89791], [-3.78048, 4.72033, 0.40932], [-4.42739, 5.92686, 0.55236], [-2.49818, 4.39071, -0.12579], [-1.59347, 5.32184, -0.65382], [-0.39286, 4.88128, -1.14679], [-0.11821, 3.51110, -1.10050], [-0.95077, 2.61276, -0.61747], [-2.13282, 3.02850, -0.12692], [-3.05638, 2.01633, 0.41094], [-2.65892, 0.73040, 0.40841], [-3.49623, -0.18453, 0.85476], [-4.77433, 0.09692, 1.34972], [-5.18362, 1.40556, 1.38153], [-4.31728, 2.39666, 0.90464], [-11.03852, 10.32140, 3.25712], [-10.16343, 9.08355, 4.18596], [-11.12374, 8.61870, 2.75255], [-9.45625, 7.09516, 3.25143], [-7.77777, 5.39847, 2.66085], [-5.70871, 8.27183, 0.25577], [-7.37215, 9.97357, 0.86172], [-4.06260, 6.83968, 0.34876], [-1.84311, 6.37565, -0.67218], [0.33139, 5.56959, -1.55912], [0.83125, 3.13958, -1.46899], [-3.14318, -1.21214, 0.82876], [-5.41274, -0.70280, 1.69839], [-6.15517, 1.69623, 1.75856], [4.09332, 2.44523, 5.32155], [3.12236, 2.60997, 3.71426], [3.79172, 2.83465, 2.52100], [3.02959, 2.89550, 1.36529], [1.70508, 2.75134, 1.33704], [1.08905, 2.56362, 2.50036], [1.74501, 2.48263, 3.72005], [4.86535, 2.95296, 2.49388], [3.51266, 3.06771, 0.40792], [0.00993, 2.45937, 2.45730], [1.20071, 2.31115, 4.63753], [-0.61305, -1.65290, -5.38649], [-0.32244, -2.61068, -4.22810], [-1.41044, -3.67427, -4.12806], [1.03527, -3.27151, -4.44104], [-0.21730, -1.92310, -2.92653], [-1.29969, -1.11395, -2.52207], [-0.62061, -2.19224, -6.33427], [0.15656, -0.87884, -5.44857], [-1.58864, -1.17153, -5.29210], [-1.45528, -4.26040, -5.04699], [-2.39564, -3.22852, -3.97697], [-1.20229, -4.34777, -3.29488], [1.05251, -3.82686, -5.37890], [1.25281, -3.95879, -3.62221], [1.83062, -2.52108, -4.48535], [0.60761, -1.33223, -2.91812], [-2.02094, -1.70968, -2.13261], [-1.71381, -0.60029, -3.29721]],
  "forces_ev_per_a": [[0.1, 0.0, 0.0], [0.0, 0.0, 0.0], [0.0, 0.1, 0.0], [0.0, 0.0, 0.0], [0.0, 0.0, 0.0], [0.0, 0.0, 0.0], [0.0, 0.0, 0.0], [-0.1, 0.1, -0.1], [0.0, 0.0, 0.1], [-0.1, -0.1, -0.1], [0.0, 0.0, 0.0], [0.0, 0.0, 0.0], [0.0, 0.0, 0.0], [0.0, 0.0, 0.0], [0.0, 0.0, 0.0], [0.0, 0.0, 0.0], [-0.1, 0.0, 0.0], [0.1, 0.1, -0.2], [0.0, 0.0, 0.0], [0.0, 0.0, 0.0], [0.0, 0.0, 0.0], [0.0, 0.0, 0.0], [0.0, 0.0, 0.0], [0.1, 0.0, 0.2], [0.0, 0.0, 0.0], [0.0, 0.0, 0.0], [0.0, 0.0, 0.0], [0.0, 0.0, 0.0], [0.0, 0.0, 0.0], [0.0, 0.0, 0.0], [0.0, 0.0, 0.0], [0.0, 0.0, 0.0], [0.0, 0.0, 0.0], [0.0, 0.0, 0.0], [0.0, 0.0, 0.0], [0.0, 0.0, 0.0], [0.0, 0.0, 0.0], [0.0, 0.0, 0.0], [0.0, 0.0, 0.0], [0.0, 0.0, 0.0], [0.0, 0.0, 0.0], [0.0, 0.0, 0.0], [0.0, 0.0, 0.0], [0.0, 0.0, 0.0], [0.0, 0.0, 0.0], [0.0, 0.0, 0.0], [0.0, 0.1, 0.0], [0.0, 0.0, 0.0], [0.0, 0.0, 0.0], [0.0, 0.0, 0.0], [0.0, 0.0, 0.0], [0.0, -0.1, 0.0], [-0.1, 0.1, 0.0], [0.1, 0.0, 0.0], [-0.1, 0.0, 0.1], [0.0, 0.1, 0.0], [0.0, -0.1, 0.0], [0.0, 0.0, 0.0], [0.0, 0.0, 0.0], [0.0, 0.0, 0.0], [0.0, 0.0, 0.0], [-0.1, 0.0, 0.0], [-0.1, -0.1, 0.0], [0.0, 0.1, 0.0], [0.0, -0.1, 0.0], [0.0, 0.0, 0.0], [0.0, 0.0, 0.0], [0.0, 0.0, 0.0], [0.0, 0.0, 0.0], [0.0, 0.0, 0.0], [0.0, 0.0, 0.0], [0.0, 0.0, 0.0], [0.0, 0.0, 0.0], [0.0, 0.0, 0.0], [0.0, 0.0, 0.0], [0.0, 0.0, 0.0], [0.0, 0.0, 0.0], [0.0, 0.0, 0.0], [0.0, 0.0, 0.0], [0.0, 0.0, 0.0], [0.0, 0.0, 0.0], [0.0, 0.0, 0.0], [0.0, 0.0, 0.0], [0.0, 0.0, 0.0], [0.0, 0.0, 0.0], [-0.1, 0.0, 0.0], [0.0, 0.0, 0.0], [0.1, 0.0, 0.0], [-0.1, 0.0, -0.1], [0.1, 0.0, 0.0], [0.0, 0.0, 0.0], [0.0, 0.0, 0.0], [0.0, 0.0, 0.0], [0.0, 0.0, 0.0], [0.0, 0.0, 0.0], [0.0, 0.0, 0.1], [0.0, 0.0, 0.0], [0.0, 0.0, 0.0], [0.3, -0.1, -0.1], [-0.2, 0.1, 0.1], [0.0, 0.0, 0.0], [0.0, 0.0, 0.0], [0.0, 0.0, 0.0], [0.0, 0.0, 0.0], [0.0, 0.0, 0.0], [0.0, 0.0, 0.0], [0.0, 0.0, 0.0], [0.0, 0.0, 0.0], [0.0, 0.0, 0.0], [0.0, 0.0, 0.0], [0.0, 0.0, 0.0], [0.0, 0.0, 0.0]],
  "mulliken_charge": [1.517, -1.603, 1.677, -0.168, -0.819, -0.736, -0.761, -0.567, 0.828, 1.745, -1.176, 0.731, -1.121, -0.712, -0.898, -0.298, 0.710, -1.560, 0.508, -0.990, -0.619, -0.998, -0.615, 0.646, 0.538, 0.420, -1.900, 0.794, 0.553, 0.438, 0.488, 0.337, 0.346, 0.205, 0.562, 0.429, 0.481, 0.222, 0.455, 0.371, 0.543, 0.436, 0.506, 0.554, -0.849, -0.456, 0.927, -0.383, -0.848, 0.116, -0.493, -0.699, 0.329, -0.813, 1.099, 0.116, -0.098, 0.467, -0.769, -1.049, -0.160, 0.128, -0.389, -0.250, 0.230, -0.187, -1.015, -0.630, 0.042, 0.240, 0.346, 0.347, 0.397, 0.437, 0.256, 0.431, 0.212, 0.395, 0.498, 0.295, 0.221, 0.484, 0.576, -0.108, -0.053, -0.529, -0.589, 0.175, -0.025, -0.513, 0.466, 0.505, 0.227, 0.453, -1.742, 1.551, -1.796, -1.425, 1.176, -0.740, 0.459, 0.289, 0.426, 0.475, 0.371, 0.296, 0.478, 0.218, 0.292, -0.675, 0.189, 0.148],
  "e_lumo_ev": -1.8639,
  "gap_ev": 7.60,
  "total_charge": 1
}



Record 2
{
  "formula": "C47H37F3KN7SSb",
  "method": "ωB97M-V/def2-TZVPD",
  "elements": ["K", "S", "C", "C", "C", "C", "C", "N", "H", "H", "H", "H", "C", "C", "N", "C", "C", "C", "C", "C", "C", "C", "C", "N", "C", "N", "H", "H", "H", "H", "H", "H", "H", "H", "H", "F", "C", "C", "C", "C", "C", "C", "Sb", "C", "C", "C", "C", "F", "C", "C", "C", "C", "C", "C", "F", "C", "C", "H", "H", "H", "H", "H", "H", "H", "H", "H", "H", "H", "H", "N", "C", "C", "C", "N", "C", "C", "H", "H", "H", "H", "H", "H", "C", "C", "C", "C", "C", "C", "C", "C", "N", "H", "H", "H", "H", "H", "H"],
  "coordinates": [[-1.43247, 2.10016, 0.55350], [1.55097, 0.92960, 0.53317], [1.80717, 2.24889, -0.56820], [2.97002, 2.31104, -1.36632], [3.16308, 3.36898, -2.22314], [2.20363, 4.37910, -2.28815], [1.09190, 4.24733, -1.48104], [0.87677, 3.22094, -0.65528], [3.69695, 1.51453, -1.28491], [4.05579, 3.41530, -2.83655], [2.31691, 5.23754, -2.93610], [0.31383, 5.00625, -1.49140], [-2.00704, -0.60977, 4.97939], [-2.16287, -0.24915, 3.64610], [-1.25708, 0.45212, 2.96930], [-0.13979, 0.80362, 3.60310], [0.13170, 0.46812, 4.92464], [-0.84526, -0.23498, 5.62573], [1.38729, 0.90357, 5.56935], [2.63024, 0.77840, 5.10377], [3.10168, 0.06465, 3.89911], [2.50287, -1.08307, 3.39348], [3.11910, -1.69803, 2.32107], [4.23557, -1.22893, 1.76706], [4.70976, -0.11272, 2.30816], [4.22508, 0.54388, 3.35315], [-2.80224, -1.13951, 5.48475], [-3.06411, -0.52200, 3.10998], [0.58232, 1.36924, 3.02313], [-0.68634, -0.48931, 6.66770], [1.26546, 1.41632, 6.51915], [3.43550, 1.24585, 5.65946], [1.60279, -1.49222, 3.82759], [2.70356, -2.60450, 1.89214], [5.60771, 0.29839, 1.85889], [-1.90106, -5.21884, -5.77758], [-1.40235, -4.32448, -4.89022], [-2.20033, -3.91864, -3.83673], [-1.68149, -2.99394, -2.94101], [-0.39005, -2.47755, -3.07398], [0.37784, -2.93159, -4.14327], [-0.11908, -3.85416, -5.06271], [0.20436, -0.92632, -1.63133], [2.20623, -0.84593, -2.36755], [3.28347, -1.28034, -1.59905], [4.58795, -1.15575, -2.05624], [4.79644, -0.58165, -3.29429], [6.06566, -0.44939, -3.75029], [3.76179, -0.12563, -4.08382], [2.46432, -0.26161, -3.60350], [0.44449, -2.40318, -0.10203], [1.04827, -3.64090, -0.30734], [1.08524, -4.59559, 0.70155], [0.48800, -4.29657, 1.91092], [0.51224, -5.22809, 2.89274], [-0.12847, -3.08652, 2.15435], [-0.13490, -2.13993, 1.13742], [-3.19767, -4.32556, -3.73062], [-2.30720, -2.66749, -2.11582], [1.39013, -2.56583, -4.27056], [0.47492, -4.21047, -5.89445], [3.12193, -1.68629, -0.60920], [5.42622, -1.47772, -1.45259], [3.97569, 0.33373, -5.03973], [1.64319, 0.11296, -4.20740], [1.49425, -3.87208, -1.26843], [1.55649, -5.55915, 0.55959], [-0.58797, -2.89181, 3.11588], [-0.59005, -1.17481, 1.32810], [-1.91430, -0.57955, -5.53500], [-2.07465, 0.24227, -4.42535], [-3.10097, 0.01942, -3.50546], [-3.22249, 0.86125, -2.41876], [-2.42333, 1.90379, -2.17268], [-1.46671, 2.12621, -3.07499], [-1.25435, 1.34524, -4.19726], [-2.20976, -1.53462, -5.37235], [-0.97644, -0.55888, -5.91155], [-3.78404, -0.81181, -3.63013], [-4.00738, 0.68326, -1.68976], [-0.81250, 2.96910, -2.88306], [-0.44697, 1.58842, -4.87808], [-2.80241, 4.75581, 1.24855], [-3.40795, 3.82269, 2.04312], [-4.32828, 2.83036, 1.51785], [-4.90146, 1.87436, 2.30723], [-4.62958, 1.79069, 3.68919], [-3.72248, 2.73514, 4.23149], [-3.13882, 3.69391, 3.46198], [-5.16051, 0.75114, 4.48572], [-5.56973, -0.10127, 5.15553], [-2.13880, 5.50017, 1.67051], [-3.05244, 4.83713, 0.19691], [-4.58625, 2.87949, 0.46364], [-5.59135, 1.16200, 1.86620], [-3.48524, 2.67769, 5.28854], [-2.44973, 4.39807, 3.91531]],
  "forces_ev_per_a": [[0.1, 0.1, 0.1], [0.0, -0.1, 0.0], [0.0, 0.1, -0.1], [0.0, 0.0, 0.0], [0.0, 0.0, 0.0], [0.0, 0.0, 0.0], [-0.1, 0.0, 0.0], [0.0, -0.1, 0.0], [0.0, 0.0, 0.0], [0.0, 0.0, 0.0], [0.0, 0.0, 0.0], [0.0, 0.0, 0.0], [-0.1, 0.0, -0.1], [-0.1, 0.0, 0.0], [0.0, 0.0, 0.0], [0.0, 0.0, 0.0], [0.0, 0.0, 0.1], [0.1, 0.0, 0.0], [0.0, 0.0, 0.0], [0.0, 0.0, 0.0], [0.0, 0.0, 0.0], [0.0, 0.0, 0.0], [0.0, 0.0, 0.0], [0.0, 0.0, 0.0], [0.0, 0.0, 0.0], [0.0, 0.0, 0.0], [0.0, 0.0, 0.0], [0.0, 0.0, 0.0], [0.0, 0.0, 0.0], [0.0, 0.0, 0.0], [0.0, 0.0, 0.0], [0.0, 0.0, 0.0], [0.0, 0.0, 0.0], [0.0, 0.0, 0.0], [0.0, 0.0, 0.0], [0.0, 0.0, 0.0], [0.0, 0.0, 0.0], [0.0, 0.0, 0.0], [0.1, 0.0, 0.0], [0.0, 0.0, 0.0], [0.0, 0.0, 0.0], [0.0, 0.0, 0.0], [-0.1, 0.1, 0.0], [0.1, 0.0, 0.0], [0.0, 0.0, 0.0], [0.0, 0.0, 0.0], [0.0, 0.0, 0.0], [0.0, 0.0, 0.0], [0.0, 0.0, 0.0], [0.0, 0.0, 0.0], [0.0, 0.0, 0.1], [0.0, 0.0, 0.0], [0.0, 0.0, 0.0], [0.0, 0.0, 0.0], [0.0, 0.0, 0.0], [0.0, 0.0, 0.0], [0.0, 0.0, 0.0], [0.0, 0.0, 0.0], [0.0, 0.0, 0.0], [0.0, 0.0, 0.0], [0.0, 0.0, 0.0], [0.0, 0.0, 0.0], [0.0, 0.0, 0.0], [0.0, 0.0, 0.0], [0.0, 0.0, 0.0], [0.0, 0.0, 0.0], [0.0, 0.0, 0.0], [0.0, 0.0, 0.0], [0.0, 0.0, 0.0], [0.1, 0.1, 0.2], [-0.1, -0.1, -0.1], [0.0, 0.0, 0.0], [0.0, 0.0, 0.1], [0.0, -0.1, -0.1], [0.0, 0.1, 0.0], [0.0, 0.0, 0.0], [0.0, 0.0, 0.0], [-0.1, 0.0, 0.0], [0.0, 0.0, 0.0], [0.0, 0.0, 0.0], [0.0, 0.0, 0.0], [0.0, 0.0, 0.0], [0.0, 0.1, 0.0], [0.0, -0.1, 0.0], [0.0, 0.0, 0.0], [0.0, 0.0, 0.0], [0.0, 0.0, 0.0], [0.0, 0.0, 0.0], [0.0, 0.0, 0.0], [-0.1, 0.1, 0.1], [0.0, -0.1, 0.0], [0.0, 0.0, 0.0], [0.0, 0.0, 0.0], [0.0, 0.0, 0.0], [0.0, 0.0, 0.0], [0.0, 0.0, 0.0], [0.0, 0.0, 0.0]],
  "mulliken_charge": [0.988, 0.086, -0.554, -0.643, -0.493, -0.742, -0.476, 0.190, 0.553, 0.442, 0.417, 0.387, -0.816, -0.725, 0.489, -0.049, 0.094, -0.366, -0.785, -0.694, 0.291, -0.035, -0.511, -0.465, -0.315, -0.585, 0.467, 0.556, 0.578, 0.507, 0.366, 0.393, 0.637, 0.611, 0.422, -0.379, 0.426, -0.713, -0.690, 0.356, -0.338, -0.654, 0.922, 0.571, -0.575, -0.554, 0.301, -0.394, -0.600, -0.470, -0.114, 0.068, -1.046, 0.551, -0.395, -0.461, -0.318, 0.417, 0.434, 0.357, 0.437, -0.021, 0.505, 0.460, 0.330, 0.371, 0.419, 0.462, 0.157, -0.588, 0.447, -0.538, -0.312, -0.445, -0.347, -0.326, 0.199, 0.316, 0.426, 0.423, 0.283, 0.416, -1.320, 0.501, -0.460, -0.202, -0.064, -0.396, -0.726, 0.309, -0.744, 0.248, 0.311, 0.388, 0.423, 0.414, 0.324],
  "e_lumo_ev": 2.0646,
  "gap_ev": 5.43,
  "total_charge": -1
}



Record 3
{
  "formula": "C8H10FNO",
  "method": "ωB97M-V/def2-TZVPD",
  "elements": ["C", "C", "O", "N", "C", "C", "C", "C", "C", "C", "F", "H", "H", "H", "H", "H", "H", "H", "H", "H", "H"],
  "coordinates": [[3.58597, -0.98255, 0.35484], [2.63724, 0.13414, 0.22459], [2.92752, 1.29858, 0.32221], [1.36988, -0.41324, -0.17170], [0.13168, 0.22520, -0.15235], [-0.21613, 1.39936, 0.32049], [-1.60938, 1.83653, 0.31868], [-2.71990, 1.22066, -0.19547], [-2.87084, -0.07203, -0.87820], [-2.41045, -1.22171, -0.31239], [-1.93840, -1.40257, 0.94294], [3.74520, -1.56627, -0.61824], [4.54557, -0.76603, 0.86291], [2.98701, -1.86006, 0.88349], [1.37084, -1.38733, -0.23775], [-0.70012, -0.43288, -0.50628], [0.61141, 1.92325, 0.70139], [-1.75649, 2.81442, 0.70733], [-3.75043, 1.53065, -0.05934], [-3.40050, -0.10421, -1.76363], [-2.53970, -2.17390, -0.74351]],
  "forces_ev_per_a": [[0.0, -4.0, 0.3], [-1.2, -0.6, -1.4], [-0.6, 0.0, 0.3], [1.1, 3.1, 0.7], [-0.9, -2.7, -0.8], [-0.4, -0.1, -0.4], [-1.1, -0.8, -0.9], [0.5, -0.1, 0.4], [2.8, -1.5, 3.7], [-2.1, 0.9, -0.7], [0.1, 0.8, -0.4], [0.1, 1.4, 0.9], [-0.8, -0.1, -0.4], [1.5, 1.8, -0.3], [-0.2, -1.4, -0.1], [1.8, 0.8, 0.0], [0.4, 1.5, 0.7], [-0.3, 0.6, 0.6], [0.3, 1.4, 0.2], [-0.9, -0.3, -1.8], [-0.2, -1.0, -0.7]],
  "nbo_charge": [-0.722, 0.677, -0.562, -0.627, 0.051, -0.334, -0.161, -0.264, -0.288, 0.211, -0.333, 0.245, 0.252, 0.217, 0.390, 0.195, 0.235, 0.212, 0.214, 0.226, 0.167],
  "smiles": "CC(=O)N/C=C/C=C\\C=C/F",
  "e_lumo_ev": 0.6307,
  "gap_ev": 8.57
}



Strongest force on any atom? In order: 0.33, 0.28, 4.92 eV/A.
Calculated total energy? In order: -5710.574290, -3734.587351, -540.597494 Eh.